[1]
Computed, not measured: a cluster of 8 separate species, C52H95BrN2O18P3 in total, with ωB97M-V/def2-TZVPD.

Each atom is followed by the atoms it is bonded to, with distances in Å.
Atoms and positions in Å:
1 C 5.65015 -0.96910 0.48629  C2 1.527, H35 1.090, H36 1.091, H37 1.089
2 C 6.24122 0.17086 -0.33918  C1 1.527, C3 1.530, H38 1.093, H39 1.094
3 C 5.16590 1.18006 -0.74682  C2 1.530, C4 1.530, H40 1.093, H41 1.096
4 C 5.70468 2.33581 -1.59309  C3 1.530, C5 1.531, H42 1.093, H43 1.094
5 C 4.91472 3.63660 -1.42770  C4 1.531, C6 1.532, H44 1.094, H45 1.093
6 C 3.39720 3.45336 -1.53430  C5 1.532, C7 1.523, H46 1.096, H47 1.092
7 C 2.66769 4.70547 -2.00313  C6 1.523, C8 1.527, H48 1.094, H49 1.096
8 C 1.14983 4.55282 -1.94421  C7 1.527, C9 1.539, H50 1.095, H51 1.092
9 C 0.37443 5.82982 -2.31278  C8 1.539, C10 1.548, H52 1.090, H53 1.089
10 C -0.67823 6.26685 -1.26590  C9 1.548, C11 1.535, H54 1.094, H55 1.093
11 C -2.10030 6.32450 -1.84031  C10 1.535, C12 1.540, H56 1.096, H57 1.092
12 C -3.08098 7.17609 -1.01290  C11 1.540, C13 1.532, H58 1.092, H59 1.093
13 C -4.05820 6.34811 -0.17252  C12 1.532, C14 1.540, H60 1.093, H61 1.095
14 C -5.29590 5.90840 -0.97611  C13 1.540, C15 1.529, H62 1.092, H63 1.093
15 C -5.66534 4.42685 -0.89250  C14 1.529, C16 1.534, H64 1.100, H65 1.096
16 C -5.99246 3.96751 0.53364  C15 1.534, C17 1.541, H66 1.087, H67 1.093
17 C -6.12702 2.45046 0.76676  C16 1.541, C18 1.556, C29 1.572, H68 1.089
18 C -4.89017 1.61907 0.32083  C17 1.556, C19 1.542, C23 1.532, H69 1.089
19 C -3.51552 2.31574 0.36664  C18 1.542, C20 1.536, H70 1.090, H71 1.087
20 C -2.74595 1.93948 1.64134  C19 1.536, C21 1.529, Br22 1.951, H72 1.087
21 C -3.15662 2.76413 2.86182  C20 1.529, H73 1.094, H74 1.088, H75 1.088
22 Br -0.84579 2.19600 1.28318  C20 1.951
23 C -5.27219 1.06415 -1.05467  C18 1.532, N24 1.507, H76 1.086, H77 1.087
24 N -6.67816 1.53243 -1.32820  C23 1.507, P25 1.783, C29 1.529, H78 1.032
25 P -7.49460 0.51100 -2.53978  N24 1.783, O26 1.454, O27 1.569, O28 1.577
26 O -8.91057 0.83577 -2.60449  P25 1.454
27 O -7.05671 -0.94679 -2.16043  P25 1.569, H79 0.976
28 O -6.56282 0.89706 -3.75170  P25 1.577, H80 0.969
29 C -7.33135 1.75205 0.03642  C17 1.572, N24 1.529, P30 1.850, P32 1.925
30 P -7.79653 0.17970 0.89345  C29 1.850, N31 1.565, H81 1.401, H82 1.402
31 N -8.82398 -0.77920 0.20604  P30 1.565, H83 1.011
32 P -8.82368 2.96845 0.03707  C29 1.925, C33 1.810, O34 1.640
33 C -10.33827 1.98509 -0.09055  P32 1.810, H84 1.091, H85 1.085, H86 1.091
34 O -8.86038 3.35312 1.63045  P32 1.640, H87 0.975
35 H 4.92705 -1.51915 -0.11610  C1 1.090
36 H 5.09914 -0.54580 1.32794  C1 1.091
37 H 6.42559 -1.64125 0.85044  C1 1.089
38 H 6.99712 0.71288 0.23453  C2 1.093
39 H 6.69456 -0.21898 -1.25505  C2 1.094
40 H 4.38116 0.64913 -1.29198  C3 1.093
41 H 4.70978 1.57539 0.16749  C3 1.096
42 H 6.74282 2.52138 -1.30552  C4 1.093
43 H 5.68833 2.06644 -2.65291  C4 1.094
44 H 5.15688 4.06314 -0.44967  C5 1.094
45 H 5.22333 4.34912 -2.19667  C5 1.093
46 H 3.19225 2.65761 -2.25905  C6 1.096
47 H 2.98757 3.14254 -0.57039  C6 1.092
48 H 2.95114 4.91897 -3.03820  C7 1.094
49 H 2.95969 5.57032 -1.39696  C7 1.096
50 H 0.87770 3.75562 -2.64315  C8 1.095
51 H 0.86417 4.20725 -0.94862  C8 1.092
52 H -0.14755 5.67874 -3.25727  C9 1.090
53 H 1.06835 6.65295 -2.47759  C9 1.089
54 H -0.43064 7.26747 -0.89987  C10 1.094
55 H -0.64124 5.59812 -0.40189  C10 1.093
56 H -2.48265 5.30132 -1.92611  C11 1.096
57 H -2.01784 6.73966 -2.84679  C11 1.092
58 H -3.63131 7.85795 -1.66449  C12 1.092
59 H -2.49792 7.80863 -0.33810  C12 1.093
60 H -4.37402 6.94783 0.68463  C13 1.093
61 H -3.51981 5.49358 0.24931  C13 1.095
62 H -5.12237 6.14993 -2.02718  C14 1.092
63 H -6.16662 6.49695 -0.67711  C14 1.093
64 H -6.57740 4.31668 -1.49832  C15 1.100
65 H -4.88953 3.82076 -1.37315  C15 1.096
66 H -6.90088 4.48518 0.83266  C16 1.087
67 H -5.21147 4.31989 1.21218  C16 1.093
68 H -6.23566 2.30773 1.84081  C17 1.089
69 H -4.82643 0.80269 1.03917  C18 1.089
70 H -2.92323 1.98204 -0.48498  C19 1.090
71 H -3.59722 3.39925 0.34126  C19 1.087
72 H -2.85137 0.87842 1.85453  C20 1.087
73 H -4.17368 3.14787 2.73966  C21 1.094
74 H -2.50001 3.62035 2.99910  C21 1.088
75 H -3.14959 2.16900 3.77315  C21 1.088
76 H -4.59638 1.35801 -1.85273  C23 1.086
77 H -5.30303 -0.02150 -1.00605  C23 1.087
78 H -6.68484 2.48112 -1.73407  N24 1.032
79 H -7.77646 -1.48083 -1.77484  O27 0.976
80 H -6.31830 0.13170 -4.29257  O28 0.969
81 H -8.23768 0.70990 2.11321  P30 1.401
82 H -6.59163 -0.45835 1.21814  P30 1.402
83 H -9.26510 -0.40972 -0.62551  N31 1.011
84 H -11.14296 2.71151 0.03061  C33 1.091
85 H -10.40398 1.49420 -1.05577  C33 1.085
86 H -10.43758 1.24288 0.70313  C33 1.091
87 H -8.29371 2.82932 2.22633  O34 0.975
88 O 3.02066 -3.23003 1.41977  C89 1.196
89 C 3.44724 -4.10366 0.72335  O88 1.196, O90 1.354, C93 1.518
90 O 3.74104 -3.92078 -0.58548  C89 1.354, C91 1.441
91 C 4.14067 -5.17036 -1.18195  O90 1.441, C92 1.524, H94 1.092, H95 1.087
92 C 4.61029 -6.04506 -0.02576  C91 1.524, C93 1.528, H96 1.085, H97 1.092
93 C 3.72288 -5.54469 1.11254  C89 1.518, C92 1.528, H98 1.091, H99 1.086
94 H 3.27418 -5.59493 -1.69349  C91 1.092
95 H 4.91472 -4.95990 -1.91600  C91 1.087
96 H 4.52600 -7.10855 -0.22476  C92 1.085
97 H 5.65554 -5.82413 0.20117  C92 1.092
98 H 2.76943 -6.07418 1.15535  C93 1.091
99 H 4.19642 -5.58075 2.08960  C93 1.086
100 O -0.35992 7.36816 -5.29072  C101 1.195
101 C -0.24982 8.46828 -4.83665  O100 1.195, O102 1.355, C105 1.519
102 O 0.69100 8.79576 -3.91764  C101 1.355, C103 1.440
103 C 0.50210 10.15248 -3.47463  O102 1.440, C104 1.525, H106 1.093, H107 1.087
104 C -0.28095 10.83728 -4.58925  C103 1.525, C105 1.526, H108 1.088, H109 1.090
105 C -1.11508 9.68064 -5.13343  C101 1.519, C104 1.526, H110 1.092, H111 1.086
106 H -0.04976 10.12953 -2.53192  C103 1.093
107 H 1.48183 10.58912 -3.29970  C103 1.087
108 H -0.86151 11.68707 -4.23769  C104 1.088
109 H 0.40594 11.19123 -5.35842  C104 1.090
110 H -2.05735 9.56171 -4.59460  C105 1.092
111 H -1.31785 9.74329 -6.19857  C105 1.086
112 O 3.87868 -10.56992 0.05261  C113 1.196
113 C 5.02465 -10.34951 -0.21092  O112 1.196, O114 1.359, C117 1.514
114 O 5.54173 -9.09648 -0.11530  C113 1.359, C115 1.444
115 C 6.91558 -9.08400 -0.55923  O114 1.444, C116 1.524, H118 1.092, H119 1.088
116 C 7.38365 -10.52662 -0.41131  C115 1.524, C117 1.526, H120 1.088, H121 1.087
117 C 6.09969 -11.30751 -0.67862  C113 1.514, C116 1.526, H122 1.092, H123 1.087
118 H 6.94062 -8.73068 -1.59252  C115 1.092
119 H 7.46266 -8.38447 0.06873  C115 1.088
120 H 8.20894 -10.77480 -1.07460  C116 1.088
121 H 7.68366 -10.70791 0.61804  C116 1.087
122 H 5.93490 -11.51387 -1.73805  C117 1.092
123 H 6.03540 -12.23861 -0.12142  C117 1.087
124 O -7.17506 2.25005 3.78670  C125 1.214
125 C -7.13295 3.15376 4.59580  O124 1.214, O126 1.327, C129 1.506
126 O -6.52896 3.02628 5.77022  C125 1.327, C127 1.453
127 C -6.73637 4.21978 6.57184  O126 1.453, C128 1.529, H130 1.090, H131 1.085
128 C -7.04419 5.32332 5.55966  C127 1.529, C129 1.526, H132 1.086, H133 1.091
129 C -7.73613 4.52625 4.45768  C125 1.506, C128 1.526, H134 1.092, H135 1.087
130 H -7.56832 4.02265 7.24782  C127 1.090
131 H -5.83648 4.38806 7.15488  C127 1.085
132 H -7.63719 6.13529 5.97027  C128 1.086
133 H -6.10938 5.74265 5.18517  C128 1.091
134 H -8.81169 4.44281 4.62955  C129 1.092
135 H -7.56915 4.89745 3.44929  C129 1.087
136 O 7.84568 -11.56047 2.56170  C137 1.200
137 C 7.07682 -11.06728 3.33988  O136 1.200, O138 1.349, C141 1.515
138 O 7.47864 -10.16103 4.25505  C137 1.349, C139 1.444
139 C 6.38455 -9.80023 5.12524  O138 1.444, C140 1.525, H142 1.091, H143 1.086
140 C 5.12643 -10.13597 4.33092  C139 1.525, C141 1.528, H144 1.087, H145 1.091
141 C 5.59170 -11.32637 3.49395  C137 1.515, C140 1.528, H146 1.092, H147 1.088
142 H 6.47358 -10.38794 6.03999  C139 1.091
143 H 6.48228 -8.74658 5.37117  C139 1.086
144 H 4.26938 -10.34272 4.96713  C140 1.087
145 H 4.86826 -9.30543 3.67248  C140 1.091
146 H 5.47054 -12.27736 4.01606  C141 1.092
147 H 5.10962 -11.39474 2.52149  C141 1.088
148 O 11.22314 -8.37878 8.34220  C149 1.194
149 C 11.25283 -8.84646 7.24367  O148 1.194, O150 1.356, C153 1.519
150 O 10.17041 -9.43783 6.68103  C149 1.356, C151 1.440
151 C 10.50642 -9.99230 5.39578  O150 1.440, C152 1.525, H154 1.093, H155 1.084
152 C 11.74311 -9.22297 4.94210  C151 1.525, C153 1.527, H156 1.088, H157 1.091
153 C 12.42088 -8.90889 6.27418  C149 1.519, C152 1.527, H158 1.091, H159 1.086
154 H 10.71416 -11.05749 5.52327  C151 1.093
155 H 9.65262 -9.87594 4.73885  C151 1.084
156 H 12.35817 -9.78556 4.24342  C152 1.088
157 H 11.44141 -8.29366 4.45647  C152 1.091
158 H 13.08676 -9.70933 6.60130  C153 1.091
159 H 12.96558 -7.96909 6.28613  C153 1.086
160 O -0.61699 -0.66263 -7.40106  C161 1.189
161 C -1.66002 -0.26204 -6.99464  O160 1.189, O162 1.365, C165 1.520
162 O -1.75108 0.54729 -5.89902  C161 1.365, C163 1.426
163 C -3.11693 0.79647 -5.57178  O162 1.426, C164 1.528, H166 1.097, H167 1.088
164 C -3.89804 0.55011 -6.86189  C163 1.528, C165 1.527, H168 1.090, H169 1.090
165 C -3.05635 -0.53565 -7.52872  C161 1.520, C164 1.527, H170 1.091, H171 1.086
166 H -3.40607 0.10444 -4.77161  C163 1.097
167 H -3.20065 1.81715 -5.20296  C163 1.088
168 H -4.93742 0.27002 -6.69254  C164 1.090
169 H -3.89059 1.45299 -7.47228  C164 1.090
170 H -3.34476 -1.53981 -7.21305  C165 1.091
171 H -3.05668 -0.49295 -8.61370  C165 1.086

Calculated values
Calculated total energy (eV): -193207.9378
Total charge: +1

[2]
Computed, not measured: a cluster of 2 separate species, C4H14N4 in total, with ωB97M-V/def2-TZVPD.

Each atom is followed by the atoms it is bonded to, with distances in Å.
Atoms and positions in Å:
1 C -1.96442 -0.01242 0.69043  C2 1.332, N4 1.437, H5 1.091
2 C -1.44720 0.79384 1.61584  C1 1.332, N3 1.383, H6 1.083
3 N -0.27104 0.55339 2.30254  C2 1.383, H7 1.004, H8 1.008
4 N -3.20705 0.33250 0.05647  C1 1.437, H9 1.011, H10 1.012
5 H -1.42571 -0.89508 0.34244  C1 1.091
6 H -1.99950 1.67422 1.91957  C2 1.083
7 H 0.18816 1.32488 2.75205  N3 1.004
8 H 0.35969 -0.11364 1.88555  N3 1.008
9 H -3.93411 -0.34738 0.23575  N4 1.011
10 H -3.11471 0.43405 -0.94643  N4 1.012
11 C 1.65319 0.35942 -0.91555  C12 1.515, N14 1.469, H15 1.098, H16 1.088
12 C 1.69363 -1.12329 -1.22311  C11 1.515, N13 1.456, H17 1.097, H18 1.091
13 N 1.56676 -1.88741 0.01017  C12 1.456, H19 1.011, H20 1.013
14 N 1.71118 1.13502 -2.16152  C11 1.469, H21 1.015, H22 1.017
15 H 0.75372 0.57838 -0.32567  C11 1.098
16 H 2.52479 0.60709 -0.31253  C11 1.088
17 H 0.92206 -1.36666 -1.96387  C12 1.097
18 H 2.65863 -1.34433 -1.68152  C12 1.091
19 H 1.92537 -2.82710 -0.09552  N13 1.011
20 H 0.59680 -1.96358 0.29299  N13 1.013
21 H 0.83962 1.00521 -2.66488  N14 1.015
22 H 1.71348 2.12491 -1.92626  N14 1.017

Calculated values
Calculated total energy (eV): -10334.6362
Total charge: 0
Energy above the lowest of the compared OMol25 structures with the same formula, charge and spin (kJ/mol): 112.7

| no. | orbital gap (Eh) | HOMO energy (eV) | LUMO level (eV) |
| --- | --- | --- | --- |
| 1 | 0.3079 | -10.833 | -2.5 |
| 2 | 0.3322 | -8.062 | 1.0 |